One molecule with the formula C2H5NO2S at a distorted geometry. Source: the OMol25 dataset; level of theory: the ωB97M-V functional and the def2-TZVPD basis.

Last columns: bonded neighbours and bond lengths (Å).
Positions of all 11 atoms, in Å:
1 C -0.42 1.43 -0.01  N3 1.469, H7 1.072, H8 1.078
2 C -1.01 -0.96 0.00  N3 1.358, H9 1.110, H10 1.082, H11 1.210
3 N -0.06 0.01 -0.07  C1 1.469, C2 1.358, S6 2.035
4 O 2.47 -1.28 -0.32  S6 1.452
5 O 2.33 1.18 -0.10  S6 1.498
6 S 1.91 -0.16 0.42  N3 2.035, O4 1.452, O5 1.498
7 H 0.35 2.17 0.05  C1 1.072
8 H -1.49 1.61 0.01  C1 1.078
9 H -1.29 -1.46 -0.95  C2 1.110
10 H -2.00 -0.61 0.28  C2 1.082
11 H -0.80 -1.93 0.69  C2 1.210

**Frontier orbital gap (spin up / spin down)**: 8.10 / 8.09 eV
**Energy relative to the best compared isomer or geometry (same formula, charge and spin)**: 312.1 kJ/mol
**HOMO energy (spin up / spin down)**: -9.34 / -9.34 eV


A 4-piece molecular cluster, C24H53F2N2O4S overall at a distorted geometry. Source: the OMol25 dataset; level of theory: the ωB97M-V functional and the def2-TZVPD basis.

Last columns: bonded neighbours and bond lengths (Å).
Positions of all 86 atoms, in Å:
1 C 4.00 -4.04 -2.74  C2 1.583, H16 1.124, H17 1.111, H18 1.118
2 C 3.45 -2.79 -1.95  C1 1.583, C3 1.584, H19 1.115, H20 1.109
3 C 3.85 -2.78 -0.42  C2 1.584, C4 1.613, N7 1.490, S12 1.831
4 C 3.29 -1.38 0.15  C3 1.613, O5 1.239, O6 1.275
5 O 2.85 -0.54 -0.64  C4 1.239
6 O 3.27 -1.14 1.41  C4 1.275
7 N 5.34 -2.74 -0.38  C3 1.490, F8 1.401, C9 1.479
8 F 5.69 -1.43 -0.73  N7 1.401
9 C 5.87 -2.93 0.99  N7 1.479, N10 1.477, H21 1.126, H22 1.115
10 N 6.29 -4.35 1.09  C9 1.477, C11 1.476, H23 1.015
11 C 6.51 -4.77 2.49  N10 1.476, H24 1.116, H25 1.116, H26 1.123
12 S 3.09 -4.22 0.42  C3 1.831, O13 1.446, O14 1.451, F15 1.621
13 O 3.52 -5.51 -0.08  S12 1.446
14 O 1.67 -4.09 0.20  S12 1.451
15 F 3.31 -4.23 2.03  S12 1.621
16 H 3.11 -4.66 -3.03  C1 1.124
17 H 4.67 -4.70 -2.15  C1 1.111
18 H 4.52 -3.78 -3.70  C1 1.118
19 H 3.87 -1.89 -2.46  C2 1.115
20 H 2.35 -2.78 -2.06  C2 1.109
21 H 6.81 -2.31 1.07  C9 1.126
22 H 5.19 -2.63 1.81  C9 1.115
23 H 7.11 -4.46 0.51  N10 1.015
24 H 6.31 -3.92 3.18  C11 1.116
25 H 5.85 -5.61 2.80  C11 1.116
26 H 7.60 -5.02 2.60  C11 1.123
27 C -3.21 -1.54 -4.34  C28 1.524, H33 1.092, H34 1.093, H35 1.093
28 C -2.37 -0.69 -3.40  C27 1.524, C29 1.529, H36 1.094, H37 1.095
29 C -0.96 -1.25 -3.16  C28 1.529, C30 1.530, H38 1.094, H39 1.096
30 C -0.92 -2.63 -2.50  C29 1.530, C31 1.527, H40 1.094, H41 1.096
31 C -1.61 -2.72 -1.14  C30 1.527, C32 1.523, H42 1.094, H43 1.096
32 C -0.99 -1.82 -0.09  C31 1.523, H44 1.092, H45 1.093, H46 1.093
33 H -3.39 -2.54 -3.94  C27 1.092
34 H -4.19 -1.07 -4.50  C27 1.093
35 H -2.72 -1.64 -5.31  C27 1.093
36 H -2.89 -0.57 -2.44  C28 1.094
37 H -2.27 0.31 -3.82  C28 1.095
38 H -0.40 -0.54 -2.56  C29 1.094
39 H -0.44 -1.32 -4.12  C29 1.096
40 H 0.13 -2.92 -2.38  C30 1.094
41 H -1.36 -3.38 -3.17  C30 1.096
42 H -1.56 -3.76 -0.79  C31 1.094
43 H -2.68 -2.49 -1.24  C31 1.096
44 H 0.06 -2.06 0.06  C32 1.092
45 H -1.50 -1.95 0.87  C32 1.093
46 H -1.07 -0.76 -0.36  C32 1.093
47 C -4.87 -0.76 1.13  C48 1.524, H53 1.092, H54 1.093, H55 1.093
48 C -4.12 0.55 0.90  C47 1.524, C49 1.528, H56 1.095, H57 1.095
49 C -3.37 1.04 2.13  C48 1.528, C50 1.530, H58 1.095, H59 1.095
50 C -4.25 1.38 3.34  C49 1.530, C51 1.529, H60 1.095, H61 1.095
51 C -5.33 2.42 3.09  C50 1.529, C52 1.525, H62 1.095, H63 1.094
52 C -4.77 3.79 2.70  C51 1.525, H64 1.093, H65 1.093, H66 1.092
53 H -5.65 -0.65 1.89  C47 1.092
54 H -5.36 -1.09 0.21  C47 1.093
55 H -4.18 -1.55 1.45  C47 1.093
56 H -4.82 1.31 0.54  C48 1.095
57 H -3.40 0.39 0.09  C48 1.095
58 H -2.78 1.92 1.85  C49 1.095
59 H -2.64 0.28 2.43  C49 1.095
60 H -3.60 1.72 4.15  C50 1.095
61 H -4.72 0.46 3.71  C50 1.095
62 H -5.92 2.54 4.01  C51 1.095
63 H -6.03 2.08 2.32  C51 1.094
64 H -4.11 4.17 3.47  C52 1.093
65 H -5.59 4.51 2.57  C52 1.093
66 H -4.22 3.74 1.76  C52 1.092
67 C 0.30 2.40 0.73  C68 1.524, H73 1.092, H74 1.092, H75 1.092
68 C -0.51 3.41 -0.07  C67 1.524, C69 1.528, H76 1.096, H77 1.095
69 C 0.35 4.37 -0.89  C68 1.528, C70 1.530, H78 1.096, H79 1.095
70 C 1.27 5.27 -0.06  C69 1.530, C71 1.529, H80 1.096, H81 1.094
71 C 0.57 6.15 0.98  C70 1.529, C72 1.524, H82 1.095, H83 1.094
72 C -0.41 7.15 0.36  C71 1.524, H84 1.093, H85 1.093, H86 1.092
73 H 0.93 2.89 1.48  C67 1.092
74 H -0.37 1.72 1.26  C67 1.092
75 H 0.94 1.81 0.08  C67 1.092
76 H -1.18 3.96 0.59  C68 1.096
77 H -1.16 2.86 -0.77  C68 1.095
78 H -0.30 4.99 -1.51  C69 1.096
79 H 0.97 3.79 -1.58  C69 1.095
80 H 1.83 5.92 -0.75  C70 1.096
81 H 2.02 4.66 0.45  C70 1.094
82 H 1.33 6.71 1.53  C71 1.095
83 H 0.05 5.53 1.71  C71 1.094
84 H 0.10 7.81 -0.35  C72 1.093
85 H -0.85 7.77 1.14  C72 1.093
86 H -1.22 6.64 -0.16  C72 1.092

**Frontier orbital gap**: 7.52 eV
**Net charge**: -1
**HOMO energy**: -4.96 eV